(1)
This record from OMol25 describes a single C5H7NO2 molecule in a non-equilibrium geometry. The level of theory is wB97M-V/def2-TZVPD.

```
15
Properties=species:S:1:pos:R:3:nbo_charge:R:1
C 3.2546 -0.1450 0.2751 -0.14
N 2.1871 0.0738 -0.3901 -0.14
O 1.0032 -0.2536 0.3218 -0.40
C -0.0445 -0.1669 -0.6245 0.33
C -0.8772 1.0830 -0.2748 -0.24
C -2.0003 0.6960 0.2388 -0.23
C -2.1316 -0.7935 0.2253 -0.10
O -0.8838 -1.2697 -0.3449 -0.51
H 4.2161 -0.2610 -0.2833 0.20
H 3.2252 -0.3159 1.3812 0.18
H 0.3973 -0.2518 -1.6515 0.19
H -0.5674 2.1697 -0.4194 0.23
H -2.5630 1.5148 0.6896 0.23
H -2.9664 -0.9840 -0.4097 0.19
H -2.2492 -1.0959 1.2666 0.19
```

Gap between HOMO and LUMO ... 10.72 eV
Lowest unoccupied orbital energy ... 1.10 eV
HOMO level ... -9.6 eV
Charge ... 0
Energy ... -399.826278 hartree
Max |F| ... 0.059 Eh/bohr
Structure (SMILES) ... C=NO[C@@H]1C=CCO1

(2)
This record from OMol25 describes a molecular structure, C4H12InO4 in a non-equilibrium geometry. The level of theory is wB97M-V/def2-TZVPD.

```
21
Properties=species:S:1:pos:R:3:nbo_charge:R:1
In -25.4249 22.2717 -5.4862 1.16
C -20.4845 21.8039 -3.7944 -0.08
C -21.5795 22.9608 -3.7190 -0.05
O -22.8513 22.3668 -3.8604 -0.55
O -20.5221 20.9519 -2.7337 -0.38
H -19.5070 22.3412 -3.8073 0.35
H -20.5309 21.2376 -4.7237 0.27
H -21.3690 23.7175 -4.4738 0.27
H -21.5302 23.4500 -2.7406 0.25
H -22.9194 21.5529 -3.3236 0.53
H -20.3606 21.4560 -1.9019 0.53
C -26.2867 25.7855 -4.1419 -0.08
C -25.1729 25.2191 -3.2459 -0.10
O -25.4369 23.8722 -2.9108 -0.57
O -26.5343 24.9318 -5.2396 -0.68
H -26.0407 26.8025 -4.4518 0.25
H -27.1715 25.8175 -3.4843 0.27
H -25.0337 25.8515 -2.3671 0.26
H -24.2141 25.1978 -3.7915 0.24
H -25.8704 23.8536 -2.0287 0.54
H -27.2555 25.3928 -5.7206 0.55
```

Gap between HOMO and LUMO ... 2.90 eV
Lowest unoccupied orbital energy ... -18.46 eV
HOMO level ... -21.4 eV
Charge ... +3
Energy ... -649.261912 hartree
Max |F| ... 0.059 Eh/bohr

(3)
This record from OMol25 describes a molecular structure, C39H36N6O2PSTa in a non-equilibrium geometry. The level of theory is wB97M-V/def2-TZVPD.

```
86
Properties=species:S:1:pos:R:3:lowdin_charge:R:1
Ta 0.2215 1.4093 -0.3451 1.49
N 2.2096 -1.6970 0.1145 -0.10
P 0.6285 -1.3326 0.7378 0.99
C 0.9453 -1.9368 2.4581 -0.33
C 1.8943 -1.2706 3.2430 -0.12
C 2.2453 -1.7626 4.4936 -0.08
C 1.6594 -2.9268 4.9780 -0.10
C 0.7145 -3.5881 4.2080 -0.08
C 0.3571 -3.0969 2.9559 -0.08
C -0.3109 -2.7798 0.1035 -0.36
C -1.6614 -2.8958 0.4567 -0.12
C -2.4156 -3.9745 0.0120 -0.08
C -1.8393 -4.9384 -0.8076 -0.09
C -0.5026 -4.8271 -1.1620 -0.08
C 0.2574 -3.7557 -0.7096 -0.08
C 3.2108 -0.7976 -0.2530 -0.42
C 4.5554 -1.1198 -0.0261 -0.01
C 5.5282 -0.2147 -0.3968 -0.07
C 5.1555 0.9951 -0.9779 -0.06
C 3.8079 1.2258 -1.1603 -0.17
N 2.8585 0.3523 -0.8122 -0.06
H 2.5908 -2.5166 0.5512 0.09
H 2.3549 -0.3671 2.8717 0.01
H 2.9857 -1.2375 5.0886 0.10
H 1.9400 -3.3160 5.9503 0.10
H 0.2524 -4.4976 4.5786 0.10
H -0.3881 -3.6228 2.3721 0.09
H -2.1036 -2.1462 1.1089 0.09
H -3.4570 -4.0629 0.3053 0.10
H -2.4319 -5.7717 -1.1731 0.10
H -0.0462 -5.5807 -1.7960 0.10
H 1.2969 -3.6750 -1.0035 0.10
H 4.8158 -2.0604 0.4462 0.11
H 6.5741 -0.4441 -0.2233 0.11
H 5.8896 1.7330 -1.2776 0.10
H 3.4516 2.1539 -1.6114 0.10
C -4.5821 1.2981 -0.6478 -0.04
C -4.8082 0.0946 -1.3060 -0.05
C -3.7420 -0.5954 -1.8387 0.00
C -2.4460 -0.0934 -1.6986 -0.23
N -2.2382 1.0297 -1.0048 0.04
C -3.2784 1.7168 -0.5145 -0.11
C -1.2623 -0.6610 -2.3655 -0.24
C -1.4483 -1.6048 -3.3741 -0.04
C -0.3874 -2.0528 -4.1369 -0.08
C 0.8650 -1.5037 -3.9175 -0.08
C 1.0425 -0.5571 -2.9168 -0.14
C 0.0098 -0.1287 -2.0702 -0.26
H -5.3932 1.8982 -0.2538 0.11
H -5.8161 -0.2933 -1.4118 0.11
H -3.9123 -1.5237 -2.3591 0.10
H -3.0435 2.6454 -0.0071 0.10
H -2.4377 -1.9831 -3.6004 0.10
H -0.5427 -2.7975 -4.9082 0.10
H 1.7070 -1.7932 -4.5387 0.10
H 2.0118 -0.1196 -2.8185 0.07
C -0.7183 2.2384 -3.6781 -0.04
C 0.2623 3.1285 -2.9734 -0.34
C 0.7223 4.3070 -3.4629 -0.07
C 1.6023 4.8761 -2.4881 -0.07
C 1.6595 4.0382 -1.4185 -0.37
C 2.4395 4.3345 -0.1764 -0.10
N 0.8295 2.9079 -1.6896 -0.12
H -1.0882 2.7772 -4.5507 0.08
H -1.5781 1.9860 -3.0562 0.06
H -0.2737 1.3076 -4.0273 0.06
H 0.4558 4.7369 -4.4208 0.10
H 2.1330 5.8158 -2.5715 0.10
H 2.9958 5.2592 -0.3473 0.08
H 3.1480 3.5517 0.0781 0.02
H 1.7899 4.4823 0.6880 0.06
S 1.7507 1.4927 1.3331 0.27
C -2.6097 0.4970 4.7638 -0.01
N -2.2628 1.3227 3.6040 -0.04
C -2.4882 2.6698 3.5796 -0.04
C -2.1092 3.4483 2.5505 0.02
C -1.4176 2.7937 1.4797 -0.58
O -0.9164 3.3704 0.4688 -0.10
N -1.2774 1.4620 1.4853 0.00
C -1.6718 0.6698 2.5222 -0.48
O -1.5772 -0.5525 2.5590 0.01
H -2.7736 1.1441 5.6191 0.09
H -1.7937 -0.1892 4.9744 0.09
H -3.5036 -0.0964 4.5730 0.10
H -3.0024 3.0726 4.4428 0.13
H -2.2687 4.5164 2.5297 0.12
```

Gap between HOMO and LUMO ... 6.90 eV
Lowest unoccupied orbital energy ... -0.13 eV
HOMO level ... -7.0 eV
Charge ... 0
Energy ... -2783.472092 hartree
Max |F| ... 0.034 Eh/bohr

(4)
This record from OMol25 describes a molecular structure, C20H45Br6N4O8P in a non-equilibrium geometry. The level of theory is wB97M-V/def2-TZVPD.

```
84
Properties=species:S:1:pos:R:3:lowdin_charge:R:1
C -2.6162 5.2728 -0.8493 -0.29
O -3.3422 4.4517 -0.3184 -0.02
N -1.5175 4.9211 -1.4545 -0.11
C -0.5540 6.0218 -1.7684 -0.02
C -1.0047 3.5787 -1.5852 -0.24
H -2.8314 6.3524 -0.8328 0.15
H -0.9099 7.0442 -1.8951 0.09
H -0.1873 5.7513 -2.7586 0.08
H 0.3936 5.9715 -1.2322 0.09
H -0.6600 3.2255 -2.5570 0.13
H -0.2834 3.3792 -0.7927 -0.01
H -1.7382 2.7839 -1.4493 -0.11
C -4.8442 1.9410 2.3403 -0.34
O -5.8870 1.4113 2.7440 0.02
N -4.3744 2.0034 1.0980 -0.22
C -3.0815 2.4988 0.8025 -0.31
C -5.0974 1.5220 -0.0533 -0.04
H -4.1297 2.5510 2.9144 0.15
H -2.2214 1.8542 0.9836 -0.10
H -2.8695 3.3669 1.4267 0.12
H -3.1753 3.0396 -0.1393 0.01
H -4.4068 1.1555 -0.8129 0.08
H -5.6973 0.6442 0.1869 0.11
H -5.6627 2.2990 -0.5678 0.11
C -4.4403 -1.6672 2.4246 -0.30
O -4.9738 -2.6893 2.8771 -0.01
N -3.5914 -1.6474 1.3781 -0.19
C -3.4320 -0.3234 0.8575 -0.22
C -3.3579 -2.7860 0.4840 -0.07
H -4.7093 -0.6643 2.7907 0.12
H -3.9382 0.4821 1.3895 0.04
H -3.9382 -0.3664 -0.1068 0.09
H -2.3545 -0.1591 0.8494 -0.12
H -3.7539 -2.5076 -0.4926 0.09
H -2.2853 -2.9527 0.3844 -0.03
H -3.8904 -3.7022 0.7391 0.10
C 1.4031 2.7618 -0.0777 -0.44
O 0.8282 2.6944 0.9816 -0.27
N 2.5769 2.1435 -0.3743 -0.17
C 3.4889 2.6339 -1.4453 -0.03
C 3.0811 1.0341 0.5153 -0.02
H 1.1014 3.3889 -0.9310 0.11
H 3.3871 3.6605 -1.7972 0.09
H 3.4962 1.9213 -2.2701 0.03
H 4.5071 2.6168 -1.0565 0.09
H 3.9841 1.3501 1.0376 0.11
H 2.3336 0.8853 1.2946 0.02
H 3.1987 0.0631 0.0343 0.05
C 1.0752 -0.3505 3.4232 -1.20
Br 0.8299 -0.0009 5.3520 0.55
Br 0.1173 0.9851 2.2191 0.94
Br 0.3524 -2.2059 3.0698 0.83
H 2.1338 -0.3428 3.1635 0.00
C 0.0817 0.3492 -0.1628 -1.11
Br -1.3297 1.6948 -0.4348 1.08
Br 1.0783 0.1373 -1.9023 1.06
Br -0.9190 -1.2785 0.5189 0.92
H 0.7357 0.7783 0.5964 -0.20
C 0.1450 -3.9460 1.4137 -0.26
C 1.5724 -3.4311 1.3138 -0.40
O 1.9344 -3.3086 -0.0841 -0.19
P 3.4468 -2.9034 -0.4557 0.46
O 3.9567 -1.8317 0.3897 -0.21
O 4.2335 -4.3094 -0.4253 -0.18
C 4.1418 -5.3047 -1.4409 -0.27
C 4.2640 -6.5568 -0.6044 -0.09
O 3.3187 -2.6372 -2.0542 -0.19
C 2.6581 -1.3980 -2.5126 -0.46
C 3.7544 -0.4015 -2.8679 -0.11
H -0.5154 -3.3886 0.7494 -0.05
H -0.0390 -4.9930 1.1729 0.11
H -0.2732 -3.7596 2.4028 -0.07
H 1.6720 -2.4185 1.7046 -0.03
H 2.3302 -3.9292 1.9185 0.13
H 3.1913 -5.2572 -1.9724 0.12
H 4.9305 -5.3635 -2.1910 0.12
H 4.3631 -7.4164 -1.2673 0.08
H 5.1020 -6.4627 0.0862 0.08
H 3.4251 -6.8372 0.0326 0.08
H 2.0564 -1.5577 -3.4073 0.10
H 1.9566 -1.0372 -1.7604 -0.25
H 3.3645 0.5411 -3.2521 0.04
H 4.4072 -0.3028 -2.0007 0.08
H 4.4244 -0.7665 -3.6464 0.09
```

Gap between HOMO and LUMO ... 7.35 eV
Lowest unoccupied orbital energy ... -0.20 eV
HOMO level ... -7.5 eV
Charge ... 0
Energy ... -17394.560160 hartree
Max |F| ... 0.262 Eh/bohr